Version w
Formula: C6H12N2O
Source: OMol25
Level of theory: the ωB97M-V functional and the def2-TZVPD basis

ORCA input file:
```
! RIJCOSX wB97M-V def2-TZVPD def2/J DEFGRID3
* xyz 0 1
C 0.446 -1.386 0.851
C 1.795 0.995 -0.733
C -1.158 -0.691 -1.488
N 1.312 0.607 0.580
C -0.087 0.051 0.768
C -1.039 0.331 -0.396
N 0.268 -1.872 2.027
C -1.719 1.469 -0.383
O -0.599 0.353 1.980
H 1.383 1.352 1.265
H 0.892 -1.897 0.005
H 0.740 -2.726 2.291
H -0.453 -0.855 2.512
H 2.766 1.476 -0.621
H 1.940 0.115 -1.362
H 1.119 1.681 -1.260
H -0.198 -0.883 -1.973
H -1.514 -1.642 -1.085
H -1.858 -0.353 -2.251
H -1.621 2.155 0.445
H -2.415 1.720 -1.170
*
```

Properties
LUMO   0.8359 eV
Frontier orbital gap   9.50 eV

Results of the Löwdin charge analysis, in e, for atoms 1 through 8: -0.077 -0.122 -0.058 -0.025 -0.606 -0.293 0.110 0.068


Version x
Formula: C6H12N2O
Source: OMol25
Level of theory: the ωB97M-V functional and the def2-TZVPD basis

ORCA input file:
```
! RIJCOSX wB97M-V def2-TZVPD def2/J DEFGRID3
* xyz 0 1
C -1.688 -1.518 -0.901
C -1.384 -0.157 -0.313
C -0.018 0.426 -0.629
C 1.142 -0.376 -0.022
C 2.444 0.269 -0.244
N 3.522 0.493 -0.645
C -2.505 0.794 -0.115
N -1.879 0.135 1.034
H -2.729 -1.804 -0.696
H -1.541 -1.510 -1.990
H -1.036 -2.294 -0.474
H 0.103 0.480 -1.721
H 0.023 1.454 -0.245
H 0.999 -0.483 1.064
H 1.194 -1.389 -0.447
H -2.329 1.869 -0.199
H -3.508 0.468 -0.402
H -2.488 -0.614 1.361
O 3.891 1.613 2.014
H 3.437 0.866 2.417
H 4.351 1.276 1.151
*
```

Properties
Structure (SMILES)   C[C@@]1(CCC#N)CN1.O
LUMO   0.6191 eV
Frontier orbital gap   10.53 eV

Results of the Löwdin charge analysis, in e, for atoms 1 through 8: -0.029 -0.539 -0.142 -0.165 -0.199 0.146 -0.122 0.053


Energies relative to the most stable structure, in kJ/mol: version w 100.9; version x 0.0.


Version w
Formula: C6H12N2O
Source: OMol25
Level of theory: the ωB97M-V functional and the def2-TZVPD basis

ORCA input file:
```
! RIJCOSX wB97M-V def2-TZVPD def2/J DEFGRID3
* xyz 0 1
C 1.545 0.562 -0.442
C 0.739 -0.493 -0.104
C 0.176 -1.392 -1.181
O 1.003 -1.320 1.009
C 1.545 -0.725 2.120
H 1.534 0.935 -1.453
H 2.010 1.191 0.298
H 0.092 -0.867 -2.127
H -0.798 -1.776 -0.881
H 0.842 -2.244 -1.317
H 1.538 -1.436 2.941
H 2.521 -0.268 1.928
H 0.704 0.203 2.373
C -1.822 1.115 -1.358
N -1.913 0.614 0.004
C -0.888 0.601 0.870
N -0.606 0.821 2.014
H -2.564 1.903 -1.509
H -2.012 0.315 -2.075
H -0.836 1.534 -1.561
H -2.811 0.728 0.451
*
```

Properties
Structure (SMILES)   C=C(C)OC.CNC#N
LUMO   0.3130 eV
Frontier orbital gap   8.19 eV

Results of the Löwdin charge analysis, in e, for atoms 1 through 8: 0.057 -0.455 -0.035 -0.133 -0.141 0.060 0.060 0.073


Version x
Formula: C6H12N2O
Source: OMol25
Level of theory: the ωB97M-V functional and the def2-TZVPD basis

ORCA input file:
```
! RIJCOSX wB97M-V def2-TZVPD def2/J DEFGRID3
* xyz 0 1
H -2.044 -1.995 -0.922
N -1.203 -1.707 -1.428
C -0.793 -0.575 -0.975
O 0.271 0.084 -1.507
N 1.545 -0.240 -0.784
C 1.602 -1.397 0.096
C 2.115 0.974 -0.228
C -1.323 0.191 0.189
C -1.794 -0.488 1.256
C -1.491 1.676 0.062
H 1.091 -1.222 1.048
H 2.651 -1.624 0.320
H 1.191 -2.294 -0.376
H 3.073 0.805 0.274
H 1.455 1.451 0.504
H 2.314 1.704 -1.021
H -1.726 -1.569 1.333
H -2.314 0.027 2.058
H -2.546 1.925 -0.087
H -1.137 2.180 0.968
H -0.933 2.095 -0.780
*
```

Properties
Structure (SMILES)   [H]/N=C(/ON(C)C)C(=C)C
LUMO   0.5333 eV
Frontier orbital gap   9.00 eV

Results of the Löwdin charge analysis, in e, for atoms 1 through 8: 0.059 0.194 -0.451 -0.048 -0.181 -0.089 -0.082 -0.294


Energies relative to the most stable structure, in kJ/mol: version w 77.8; version x 0.0.


Version w
Formula: C5H11NO2
Source: OMol25
Level of theory: the ωB97M-V functional and the def2-TZVPD basis

ORCA input file:
```
! RIJCOSX wB97M-V def2-TZVPD def2/J DEFGRID3
* xyz 0 1
C 1.974 -1.121 1.398
C 0.477 -0.986 1.032
C 0.056 -0.500 -0.299
N -1.276 -0.785 -0.806
C -2.373 -0.289 0.141
C 0.395 0.984 -0.456
O 1.400 1.533 0.031
O -0.354 1.617 -1.316
H 2.576 -1.817 0.774
H 2.055 -1.588 2.380
H 2.306 0.001 1.407
H 0.134 -2.037 1.199
H -0.130 -0.431 1.791
H 0.749 -1.042 -1.018
H -1.363 -1.800 -0.925
H -2.961 -1.063 0.723
H -3.147 0.288 -0.505
H -1.958 0.413 0.894
H -0.873 0.854 -1.697
*
```

Properties
Structure (SMILES)   CC[C@@H](NC)C(=O)O
LUMO   0.6578 eV
Frontier orbital gap   10.51 eV

Results of the Löwdin charge analysis, in e, for atoms 1 through 8: -0.097 -0.249 -0.348 -0.086 -0.087 -0.491 0.067 0.130


Version x
Formula: C5H11NO2
Source: OMol25
Level of theory: the ωB97M-V functional and the def2-TZVPD basis

ORCA input file:
```
! RIJCOSX wB97M-V def2-TZVPD def2/J DEFGRID3
* xyz 0 1
C 1.402 -0.579 -1.408
C 0.698 0.057 -0.480
N 0.401 1.400 -0.582
C 0.240 -0.651 0.756
C 0.296 0.159 2.051
C -0.897 1.063 2.230
O -0.832 2.200 2.627
H 1.846 -0.077 -2.257
H 1.706 -1.620 -1.405
H 0.440 1.846 -1.482
H -0.087 1.871 0.156
H 0.667 -1.652 0.823
H -0.810 -0.916 0.564
H 1.251 0.652 2.165
H 0.161 -0.534 2.888
H -1.887 0.594 2.072
O -1.213 -1.055 -3.099
H -1.219 -1.874 -2.583
H -2.164 -0.883 -3.036
*
```

Properties
Structure (SMILES)   C=C(N)CCC=O.O
LUMO   0.6052 eV
Frontier orbital gap   8.51 eV

Results of the Löwdin charge analysis, in e, for atoms 1 through 8: -0.004 -0.453 0.122 -0.165 -0.149 -0.289 0.051 0.054


Version y
Formula: C5H11NO2
Source: OMol25
Level of theory: the ωB97M-V functional and the def2-TZVPD basis

ORCA input file:
```
! RIJCOSX wB97M-V def2-TZVPD def2/J DEFGRID3
* xyz 0 1
C -0.093 1.827 0.222
C -0.353 -0.630 1.242
C 0.257 -1.699 -1.084
C 0.488 0.735 -0.756
C 0.141 -0.595 -0.075
N -2.675 -0.056 -0.129
O -3.442 0.481 -0.889
O -2.968 -0.322 1.076
H 0.241 1.740 1.216
H 0.375 2.875 -0.048
H -1.128 1.912 0.195
H 0.135 0.046 1.844
H -1.573 -0.591 1.255
H -0.172 -1.684 1.592
H 1.262 -1.894 -1.136
H -0.350 -2.531 -0.797
H -0.217 -1.486 -1.939
H -0.005 0.941 -1.616
H 1.476 0.951 -0.961
*
```

Properties
LUMO (alpha / beta)   -0.9469 / -0.9456 eV
Frontier orbital gap (alpha / beta)   7.33 / 7.34 eV

Results of the Löwdin charge analysis, in e, for atoms 1 through 8: -0.086 -0.055 -0.006 -0.134 -0.161 -0.308 -0.043 -0.090


Version z
Formula: C5H11NO2
Source: OMol25
Level of theory: the ωB97M-V functional and the def2-TZVPD basis

ORCA input file:
```
! RIJCOSX wB97M-V def2-TZVPD def2/J DEFGRID3
* xyz 0 1
C 1.946 -1.629 -0.711
C 0.620 0.946 -0.088
O 1.464 -0.903 0.406
N 0.844 1.237 -1.316
H 1.347 2.119 -1.426
H 1.069 1.510 0.739
H 3.032 -1.521 -0.766
H 1.475 -1.280 -1.636
H 1.696 -2.687 -0.588
C -1.128 0.644 1.729
C -1.747 0.093 -0.672
C -0.655 0.066 0.393
O -0.165 -1.211 0.553
H -0.335 0.576 2.479
H -1.386 -0.354 -1.601
H -2.608 -0.495 -0.344
H -1.420 1.692 1.616
H -1.984 0.079 2.108
H -2.065 1.119 -0.874
*
```

Properties
LUMO   -0.2098 eV
Frontier orbital gap   9.10 eV

Results of the Löwdin charge analysis, in e, for atoms 1 through 8: -0.092 -0.201 -0.138 0.093 0.051 0.121 0.101 0.079


Energies relative to the most stable structure, in kJ/mol: version w 0.0; version x 44.5; version y 549.3; version z 387.3.


Version w
Formula: C5H11NO2
Source: OMol25
Level of theory: the ωB97M-V functional and the def2-TZVPD basis

ORCA input file:
```
! RIJCOSX wB97M-V def2-TZVPD def2/J DEFGRID3
* xyz 0 1
C -1.530 0.740 -0.425
C -0.247 0.255 -0.035
C 0.518 1.033 0.835
C 1.633 0.275 1.105
N 1.548 -1.021 0.469
C 0.446 -0.941 -0.316
H -1.729 0.604 -1.454
H -2.320 -0.029 0.051
H -1.728 1.850 -0.352
H 0.296 2.094 1.074
H 2.485 0.632 1.660
H 2.287 -1.747 0.496
H -0.038 -1.586 -1.095
O -2.054 -2.543 1.299
H -1.499 -2.372 0.518
H -1.847 -1.939 1.954
O 1.004 1.349 -2.143
H 1.900 1.537 -2.270
H 0.876 1.807 -1.371
*
```

Properties
Structure (SMILES)   Cc1cc[nH]c1.O.O
LUMO   0.7252 eV
Frontier orbital gap   8.63 eV

Results of the Löwdin charge analysis, in e, for atoms 1 through 8: -0.084 -0.422 -0.097 -0.103 0.044 -0.133 0.053 0.125


Version x
Formula: C5H11NO2
Source: OMol25
Level of theory: the ωB97M-V functional and the def2-TZVPD basis

ORCA input file:
```
! RIJCOSX wB97M-V def2-TZVPD def2/J DEFGRID3
* xyz 0 1
C -1.510 0.230 0.934
N -2.189 1.157 0.042
C -1.378 2.023 -0.644
O 2.362 -0.809 1.466
O -1.654 2.440 -1.745
C -0.105 -0.120 0.777
C 0.003 -0.840 -0.606
C 1.432 -1.203 -0.922
H 3.060 -1.020 2.103
H -1.940 0.281 1.917
H -2.799 0.676 -0.623
H -0.623 2.544 -0.022
H 0.565 0.761 0.781
H 0.361 -0.776 1.521
H -0.352 -0.069 -1.310
H -0.740 -1.637 -0.691
H 1.934 -0.249 -1.133
H 1.999 -1.551 -0.038
H 1.574 -1.837 -1.807
*
```

Properties
LUMO   -3.5366 eV
Frontier orbital gap   4.01 eV

Results of the Löwdin charge analysis, in e, for atoms 1 through 8: 0.109 0.079 -0.355 -0.386 0.085 -0.199 -0.232 -0.130


Version y
Formula: C5H11NO2
Source: OMol25
Level of theory: the ωB97M-V functional and the def2-TZVPD basis

ORCA input file:
```
! RIJCOSX wB97M-V def2-TZVPD def2/J DEFGRID3
* xyz 0 1
C -0.829 1.054 0.885
C -0.137 0.041 0.010
C 0.502 -1.077 0.679
C 1.221 -1.733 -0.286
N 1.195 -1.006 -1.423
C 0.457 0.165 -1.229
H -0.555 2.069 0.633
H -1.913 0.915 0.810
H -0.600 0.963 1.944
H 0.344 -1.365 1.703
H 1.616 -2.733 -0.184
H 1.683 -1.237 -2.278
H 0.449 0.855 -2.054
O -2.323 -2.463 0.721
H -2.411 -1.648 1.243
H -1.505 -2.331 0.238
O 0.724 3.538 -0.522
H 0.429 2.623 -0.513
H 1.653 3.369 -0.376
*
```

Properties
Structure (SMILES)   Cc1cc[nH]c1.O.O
LUMO   0.6595 eV
Frontier orbital gap   9.49 eV

Results of the Löwdin charge analysis, in e, for atoms 1 through 8: -0.052 -0.284 -0.083 -0.146 0.008 -0.069 0.043 0.080


Version z
Formula: C5H11NO2
Source: OMol25
Level of theory: the ωB97M-V functional and the def2-TZVPD basis

ORCA input file:
```
! RIJCOSX wB97M-V def2-TZVPD def2/J DEFGRID3
* xyz 0 1
C 0.071 -0.182 -1.776
C -0.059 0.185 -0.289
C -1.469 0.732 0.066
C -1.554 2.107 0.637
O -2.595 2.698 0.809
N 0.280 -0.886 0.637
C 1.562 -1.054 1.235
O 2.476 -1.805 0.439
H -0.881 -0.160 -2.298
H 0.792 0.458 -2.285
H 0.476 -1.187 -1.911
H 0.625 0.991 0.001
H -2.083 0.081 0.693
H -2.036 0.767 -0.867
H -0.641 2.676 0.896
H -0.392 -1.622 0.761
H 2.022 -0.080 1.388
H 1.421 -1.577 2.179
H 1.983 -2.143 -0.314
*
```

Properties
Structure (SMILES)   C[C@@H](CC=O)NCO
LUMO   0.8228 eV
Frontier orbital gap   10.03 eV

Results of the Löwdin charge analysis, in e, for atoms 1 through 8: -0.038 -0.363 -0.111 -0.261 0.043 -0.043 -0.286 -0.066


Energies relative to the most stable structure, in kJ/mol: version w 111.6; version x 561.0; version y 0.0; version z 45.0.


Version w
Formula: C5H11NO2
Source: OMol25
Level of theory: the ωB97M-V functional and the def2-TZVPD basis

ORCA input file:
```
! RIJCOSX wB97M-V def2-TZVPD def2/J DEFGRID3
* xyz 0 1
C -1.220 0.676 1.335
C -0.610 -0.110 0.183
C -1.282 -1.388 -0.311
C -0.584 0.762 -1.114
C 0.863 -0.349 0.324
O 1.695 -1.060 -0.181
H -2.181 0.155 1.516
H -1.190 1.695 0.990
H -0.682 0.655 2.340
H -0.668 -2.087 -0.776
H -1.793 -1.872 0.485
H -2.096 -1.151 -1.078
H -0.205 0.107 -1.870
H 0.042 1.596 -0.797
H -1.526 1.409 -1.422
H 1.366 0.600 0.617
N 3.221 -0.015 -0.492
O 2.986 0.983 0.272
H 3.866 -0.608 -0.021
*
```

Properties
Structure (SMILES)   CC(C)(C)C=O.N=O
LUMO   0.3370 eV
Frontier orbital gap   8.91 eV

Results of the Löwdin charge analysis, in e, for atoms 1 through 8: -0.022 -0.546 -0.051 -0.048 -0.184 0.054 0.093 0.071


Version x
Formula: C5H11NO2
Source: OMol25
Level of theory: the ωB97M-V functional and the def2-TZVPD basis

ORCA input file:
```
! RIJCOSX wB97M-V def2-TZVPD def2/J DEFGRID3
* xyz 0 1
C 0.680 1.633 1.814
C 0.335 0.927 0.775
C -1.092 0.699 0.452
C -1.457 -0.865 0.271
C -0.629 -1.312 -0.836
N 0.532 -1.967 -0.373
O -0.544 -1.140 -2.047
H 1.685 1.884 2.071
H -0.066 2.116 2.569
H 1.122 0.530 0.110
H -1.814 1.101 1.172
H -1.336 1.244 -0.515
H -1.450 -1.320 1.296
H -2.514 -0.957 0.003
H 0.738 -1.770 0.580
H 1.231 -2.463 -0.878
O 1.798 0.436 -2.208
H 1.714 1.329 -1.965
H 1.068 -0.107 -2.292
*
```

Properties
Structure (SMILES)   C=CCCC(N)=O.O
LUMO   0.8485 eV
Frontier orbital gap   10.73 eV

Results of the Löwdin charge analysis, in e, for atoms 1 through 8: -0.007 -0.232 -0.174 -0.100 -0.523 0.144 0.027 0.041


Energies relative to the most stable structure, in kJ/mol: version w 390.7; version x 0.0.